(1)
The ion C2H4N with charge +1 at a distorted geometry. Source: OMol25; level of theory: wB97M-V/def2-TZVPD.

Computed properties:
SMILES = C=[N+]=C
Energy = -133.01387 Ha
Max |F| = 3.2 eV Å⁻¹
ΔE to the lowest compared entry with this formula, charge and spin = 0.8 kcal/mol

ORCA input file:
```
! RIJCOSX wB97M-V def2-TZVPD def2/J DEFGRID3
* xyz 1 1
C -1.23 -0.02 0.01
N 0.02 -0.21 0.09
C 1.23 -0.04 0.00
H -1.72 0.14 -1.05
H -1.76 -0.03 0.97
H 1.85 -0.92 -0.09
H 1.63 1.08 0.07
*
```

Partial charges, natural (NBO), in e: 0.09, -0.25, 0.08, 0.28, 0.26, 0.26, 0.28

***

(2)
The ion C2H4N with charge +1 at a distorted geometry. Source: OMol25; level of theory: wB97M-V/def2-TZVPD.

Computed properties:
SMILES = C#[N+]C
Energy = -132.98191 Ha
Max |F| = 7.5 eV Å⁻¹
ΔE to the lowest compared entry with this formula, charge and spin = 20.9 kcal/mol

ORCA input file:
```
! RIJCOSX wB97M-V def2-TZVPD def2/J DEFGRID3
* xyz 1 1
C 0.37 -1.18 1.33
N 0.00 -0.53 0.45
C -0.18 0.72 -0.87
H 0.63 -1.80 2.25
H -0.91 1.46 -0.34
H 0.71 1.08 -1.06
H -0.63 0.25 -1.76
*
```

Partial charges, natural (NBO), in e: 0.38, -0.26, -0.18, 0.33, 0.27, 0.21, 0.26

***

(3)
A structure of composition C2H4N10O2 at a distorted geometry. Source: OMol25; level of theory: wB97M-V/def2-TZVPD.

Computed properties:
Energy = -775.46332 Ha
Max |F| = 5.3 eV Å⁻¹

ORCA input file:
```
! RIJCOSX wB97M-V def2-TZVPD def2/J DEFGRID3
* xyz 2 1
C 1.26 0.53 0.36
C -1.32 -1.02 -0.22
N 0.12 0.81 0.18
N -0.44 -1.95 0.06
N 4.60 1.14 -0.71
N -4.22 0.72 0.15
N 3.63 0.62 -0.81
N -3.15 0.22 -0.12
N 0.72 -1.81 0.32
N -0.84 0.21 -0.71
N 2.46 0.67 0.61
N -2.65 -0.94 0.10
O 1.80 -2.13 0.07
O -1.87 0.94 -0.85
H 5.14 1.68 -0.12
H -4.63 1.64 -0.12
H 2.65 0.44 1.55
H -3.26 -1.75 0.28
*
```

Partial charges, natural (NBO), in e: 0.66, 0.37, -0.29, -0.12, -0.08, -0.22, 0.32, 0.37, 0.35, 0.09, -0.65, -0.34, -0.18, -0.16, 0.46, 0.47, 0.44, 0.50

***

(4)
A structure of composition C2H4N2 at a distorted geometry. Source: OMol25; level of theory: wB97M-V/def2-TZVPD.

Computed properties:
Energy = -187.91843 Ha
Max |F| = 2.5 eV Å⁻¹
ΔE to the lowest compared entry with this formula, charge and spin = 125.4 kcal/mol

ORCA input file:
```
! RIJCOSX wB97M-V def2-TZVPD def2/J DEFGRID3
* xyz 0 1
C -1.25 0.22 -0.89
C 0.60 -0.75 1.30
N -0.25 0.64 -1.32
N 1.19 0.11 0.80
H -2.25 0.53 -0.78
H -1.32 -0.93 -0.04
H 0.55 -1.55 2.04
H -0.67 -0.79 0.72
*
```

Partial charges, natural (NBO), in e: -0.11, -0.10, -0.26, -0.20, 0.23, 0.09, 0.26, 0.09

***

(5)
The molecule C2H4N2 at a distorted geometry. Source: OMol25; level of theory: wB97M-V/def2-TZVPD.

Computed properties:
SMILES = N#CCN
Energy = -188.02529 Ha
Max |F| = 3.9 eV Å⁻¹
ΔE to the lowest compared entry with this formula, charge and spin = 58.4 kcal/mol

ORCA input file:
```
! RIJCOSX wB97M-V def2-TZVPD def2/J DEFGRID3
* xyz 0 1
N 2.48 -0.44 -0.07
C 1.43 0.06 -0.10
C 0.06 0.61 -0.09
N -1.00 -0.43 0.21
H -0.62 0.90 0.78
H -0.13 1.15 -1.02
H -1.59 -0.72 -0.54
H -0.64 -1.13 0.83
*
```

Partial charges, natural (NBO), in e: -0.32, 0.26, -0.44, -0.86, 0.36, 0.24, 0.38, 0.38

***

(6)
A cluster of 2 separate species, C2H4N2O in total at a distorted geometry. Source: OMol25; level of theory: wB97M-V/def2-TZVPD.

Computed properties:
Energy = -263.14131 Ha
Max |F| = 6.4 eV Å⁻¹
ΔE to the lowest compared entry with this formula, charge and spin = 139.3 kcal/mol

ORCA input file:
```
! RIJCOSX wB97M-V def2-TZVPD def2/J DEFGRID3
* xyz 0 1
C -0.13 -0.71 -0.73
C 0.39 0.85 0.77
N -0.92 -0.52 -1.83
N -0.05 -1.42 -1.90
O 0.90 -0.03 -0.16
H -1.03 -1.38 0.66
H 1.24 1.38 1.31
H -0.15 0.12 1.55
H -0.23 1.72 0.33
*
```

Partial charges, natural (NBO), in e: 0.41, -0.28, -0.08, -0.07, -0.51, -0.06, 0.20, 0.20, 0.19

***

(7)
The molecule C2H4N2O at a distorted geometry. Source: OMol25; level of theory: wB97M-V/def2-TZVPD.

Computed properties:
SMILES = [H]/N=C/O/C=N/[H]
Energy = -263.26733 Ha
Max |F| = 5.6 eV Å⁻¹
ΔE to the lowest compared entry with this formula, charge and spin = 60.2 kcal/mol

ORCA input file:
```
! RIJCOSX wB97M-V def2-TZVPD def2/J DEFGRID3
* xyz 0 1
H -2.61 -1.57 1.61
N -2.03 -0.87 1.15
C -0.93 -0.59 0.73
O -0.89 0.57 -0.42
C 0.20 0.82 -1.03
N 0.35 1.92 -1.72
H 1.32 2.03 -2.00
H 0.04 -0.99 0.81
H 1.19 0.22 -0.75
*
```

Partial charges, natural (NBO), in e: 0.44, -0.64, 0.45, -0.54, 0.40, -0.71, 0.33, 0.16, 0.10

***

(8)
The molecule C2H4N2O at a distorted geometry. Source: OMol25; level of theory: wB97M-V/def2-TZVPD.

Computed properties:
SMILES = [H]/N=C/NC=O
Energy = -263.29121 Ha
Max |F| = 1.9 eV Å⁻¹
ΔE to the lowest compared entry with this formula, charge and spin = 45.2 kcal/mol

ORCA input file:
```
! RIJCOSX wB97M-V def2-TZVPD def2/J DEFGRID3
* xyz 0 1
H 2.09 -0.92 1.38
N 1.15 -0.92 1.03
C 0.72 0.01 0.26
N -0.56 -0.28 -0.03
C -1.29 0.57 -0.85
O -2.43 0.47 -1.21
H 1.24 0.89 -0.12
H -0.26 -1.26 0.72
H -0.66 1.43 -1.17
*
```

Partial charges, natural (NBO), in e: 0.38, -0.76, 0.31, -0.67, 0.54, -0.55, 0.19, 0.47, 0.09

***

(9)
A cluster of 2 separate species, C2H4N2O in total at a distorted geometry. Source: OMol25; level of theory: wB97M-V/def2-TZVPD.

Computed properties:
Energy = -263.21738 Ha
Max |F| = 5.6 eV Å⁻¹
ΔE to the lowest compared entry with this formula, charge and spin = 91.5 kcal/mol

ORCA input file:
```
! RIJCOSX wB97M-V def2-TZVPD def2/J DEFGRID3
* xyz 0 1
C 0.45 1.67 1.51
C -0.26 -1.20 -1.17
N -0.58 0.09 0.71
N -0.14 -0.01 -0.39
O 1.42 2.04 0.95
H 0.22 1.76 2.54
H -0.93 -1.88 -0.55
H 0.62 -1.65 -1.46
H -0.80 -0.82 -2.14
*
```

Partial charges, natural (NBO), in e: 0.51, -0.46, -0.17, -0.17, -0.47, 0.12, 0.19, 0.22, 0.22

***

(10)
The molecule C2H4N2O at a distorted geometry. Source: OMol25; level of theory: wB97M-V/def2-TZVPD.

Computed properties:
SMILES = [H]/N=C/NC=O
Energy = -263.31605 Ha
Max |F| = 2.3 eV Å⁻¹
ΔE to the lowest compared entry with this formula, charge and spin = 29.6 kcal/mol

ORCA input file:
```
! RIJCOSX wB97M-V def2-TZVPD def2/J DEFGRID3
* xyz 0 1
H -1.35 1.88 1.58
N -0.63 1.21 1.26
C -0.83 0.15 0.62
N 0.28 -0.78 0.19
C 1.12 -0.41 -0.84
O 2.30 -0.66 -0.91
H -1.60 -0.47 0.18
H 0.74 -1.35 0.89
H 0.57 0.13 -1.64
*
```

Partial charges, natural (NBO), in e: 0.38, -0.60, 0.28, -0.71, 0.54, -0.58, 0.18, 0.40, 0.10

***

(11)
The molecule C2H4N2O at a distorted geometry. Source: OMol25; level of theory: wB97M-V/def2-TZVPD.

Computed properties:
Energy = -263.21950 Ha
Max |F| = 2.0 eV Å⁻¹
ΔE to the lowest compared entry with this formula, charge and spin = 90.2 kcal/mol

ORCA input file:
```
! RIJCOSX wB97M-V def2-TZVPD def2/J DEFGRID3
* xyz 0 1
C -0.73 0.00 -0.15
C -0.51 0.80 0.93
O -1.66 -0.73 -0.58
N 0.44 -0.52 -0.90
N 1.65 -0.61 -0.69
H -0.27 -1.27 -1.38
H 1.93 0.00 0.09
H 0.49 1.14 1.18
H -1.33 1.18 1.50
*
```

Partial charges, natural (NBO), in e: 0.43, -0.61, -0.69, -0.16, -0.18, 0.45, 0.34, 0.18, 0.23

***

(12)
A cluster of 2 separate species, C2H4N2O2 in total at a distorted geometry. Source: OMol25; level of theory: wB97M-V/def2-TZVPD.

Computed properties:
Energy = -338.55301 Ha
Max |F| = 1.8 eV Å⁻¹
ΔE to the lowest compared entry with this formula, charge and spin = 62.9 kcal/mol

ORCA input file:
```
! RIJCOSX wB97M-V def2-TZVPD def2/J DEFGRID3
* xyz 0 1
C -0.15 1.67 -2.00
C -0.11 -1.06 1.66
N 0.58 -0.30 -0.47
N -0.20 -0.39 0.54
O 0.45 1.34 -2.91
O -0.78 2.07 -1.13
H 0.74 -1.67 1.86
H -0.89 -0.98 2.39
H 1.42 -0.86 -0.34
H -1.04 0.18 0.41
*
```

Partial charges, natural (NBO), in e: 1.06, -0.30, -0.61, -0.17, -0.51, -0.56, 0.19, 0.20, 0.32, 0.41

***

(13)
A cluster of 2 separate species, C2H4N2O2 in total at a distorted geometry. Source: OMol25; level of theory: wB97M-V/def2-TZVPD.

Computed properties:
Energy = -338.44809 Ha
Max |F| = 3.7 eV Å⁻¹
ΔE to the lowest compared entry with this formula, charge and spin = 128.7 kcal/mol

ORCA input file:
```
! RIJCOSX wB97M-V def2-TZVPD def2/J DEFGRID3
* xyz 0 1
C -0.56 -0.86 0.20
C -1.52 0.20 0.02
N 2.29 -0.49 -0.35
N 1.37 0.17 0.07
O -0.48 -1.97 0.50
O 1.31 1.34 0.35
H -1.08 1.16 -0.07
H -2.28 0.27 0.83
H -2.15 0.13 -0.96
H 3.10 0.04 -0.60
*
```

Partial charges, natural (NBO), in e: 0.77, -0.80, -0.48, 0.24, -0.39, -0.50, 0.29, 0.28, 0.28, 0.32

***

(14)
A cluster of 2 separate species, C2H4N2O2 in total at a distorted geometry. Source: OMol25; level of theory: wB97M-V/def2-TZVPD.

Computed properties:
Energy = -338.56458 Ha
Max |F| = 4.1 eV Å⁻¹
ΔE to the lowest compared entry with this formula, charge and spin = 55.6 kcal/mol

ORCA input file:
```
! RIJCOSX wB97M-V def2-TZVPD def2/J DEFGRID3
* xyz 0 1
C 2.79 0.35 -0.01
C -0.69 -0.74 -0.02
N 2.64 -0.79 -0.13
N -0.36 0.61 0.03
O -1.95 -1.04 -0.27
O 0.11 -1.62 0.26
H 2.15 -1.66 -0.21
H -2.53 -0.25 -0.11
H -0.57 1.51 -0.47
H 0.58 0.54 0.08
*
```

Partial charges, natural (NBO), in e: 0.23, 0.90, -0.70, -0.88, -0.66, -0.65, 0.47, 0.49, 0.42, 0.39

***

(15)
The molecule C2H4N2O2S at a distorted geometry. Source: OMol25; level of theory: wB97M-V/def2-TZVPD.

Computed properties:
SMILES = NC(=S)NOC=O
Energy = -736.71415 Ha
Max |F| = 3.9 eV Å⁻¹
ΔE to the lowest compared entry with this formula, charge and spin = 57.0 kcal/mol

ORCA input file:
```
! RIJCOSX wB97M-V def2-TZVPD def2/J DEFGRID3
* xyz 0 1
N 1.69 0.72 -0.24
C 0.40 0.91 0.14
S -0.52 2.12 -0.41
N -0.18 -0.18 1.00
O 0.58 -1.40 0.59
C -0.25 -2.32 -0.27
O -1.41 -2.01 -0.31
H 2.21 0.02 0.22
H 2.24 1.53 -0.55
H -1.22 -0.27 0.72
H 0.40 -3.20 -0.65
*
```

Partial charges, natural (NBO), in e: -0.79, 0.20, -0.13, -0.34, -0.46, 0.63, -0.54, 0.40, 0.41, 0.41, 0.18

***

(16)
A cluster of 2 separate species, C2H4N2O3 in total at a distorted geometry. Source: OMol25; level of theory: wB97M-V/def2-TZVPD.

Computed properties:
SMILES = NN=C=O.O=CO
Energy = -413.79129 Ha
Max |F| = 4.3 eV Å⁻¹
ΔE to the lowest compared entry with this formula, charge and spin = 63.0 kcal/mol

ORCA input file:
```
! RIJCOSX wB97M-V def2-TZVPD def2/J DEFGRID3
* xyz 0 1
N 1.31 1.29 -0.56
N 1.07 0.17 0.28
C 1.77 -0.61 0.89
O 2.09 -1.44 1.60
H 1.62 2.18 -0.09
H 0.45 1.43 -1.11
O -1.55 0.21 -1.25
C -1.97 -0.54 -0.42
O -1.32 -1.03 0.62
H -2.98 -1.05 -0.68
H -0.50 -0.62 0.72
*
```

Partial charges, natural (NBO), in e: -0.65, -0.46, 0.83, -0.47, 0.37, 0.40, -0.62, 0.66, -0.67, 0.11, 0.49

***

(17)
A cluster of 2 separate species, C2H4N2O3 in total at a distorted geometry. Source: OMol25; level of theory: wB97M-V/def2-TZVPD.

Computed properties:
SMILES = C=[N+]([O-])O.N#CO
Energy = -413.67480 Ha
Max |F| = 2.0 eV Å⁻¹
ΔE to the lowest compared entry with this formula, charge and spin = 136.1 kcal/mol

ORCA input file:
```
! RIJCOSX wB97M-V def2-TZVPD def2/J DEFGRID3
* xyz 0 1
C -0.83 0.92 -0.28
N 0.20 0.75 0.46
O 0.34 -0.08 1.47
O 1.25 1.59 0.36
H -1.67 0.23 -0.11
H -0.97 1.84 -0.93
H 1.85 1.14 1.00
N -0.26 -1.11 -1.99
C -0.14 -1.77 -1.04
O -0.05 -2.20 0.17
H 0.29 -1.30 0.89
*
```

Partial charges, natural (NBO), in e: -0.06, 0.30, -0.57, -0.49, 0.25, 0.25, 0.50, -0.54, 0.58, -0.73, 0.52

***

(18)
The molecule C2H4N2O3 at a distorted geometry. Source: OMol25; level of theory: wB97M-V/def2-TZVPD.

Computed properties:
SMILES = NC(=O)NC(=O)O
Energy = -413.89170 Ha
Max |F| = 3.4 eV Å⁻¹
ΔE to the lowest compared entry with this formula, charge and spin = 0.0 kcal/mol

ORCA input file:
```
! RIJCOSX wB97M-V def2-TZVPD def2/J DEFGRID3
* xyz 0 1
N 1.39 0.84 0.27
C 0.15 1.12 -0.19
O -0.11 2.22 -0.65
N -0.97 0.31 0.30
C -0.98 -1.03 0.16
O -1.91 -1.80 0.08
O 0.32 -1.42 -0.25
H 2.13 1.48 0.04
H 1.64 -0.13 0.44
H -1.88 0.75 0.28
H 0.21 -2.36 -0.48
*
```

Partial charges, natural (NBO), in e: -0.82, 0.79, -0.60, -0.68, 0.89, -0.60, -0.75, 0.41, 0.42, 0.43, 0.51

***

(19)
The molecule C2H4N2O4 at a distorted geometry. Source: OMol25; level of theory: wB97M-V/def2-TZVPD.

Computed properties:
SMILES = O=CO/C(=N/O)NO
Energy = -488.90118 Ha
Max |F| = 6.4 eV Å⁻¹
ΔE to the lowest compared entry with this formula, charge and spin = 108.0 kcal/mol

ORCA input file:
```
! RIJCOSX wB97M-V def2-TZVPD def2/J DEFGRID3
* xyz 0 1
O -1.92 1.15 1.11
C -1.79 1.27 -0.17
O -0.80 0.89 -1.04
C 0.27 0.08 -0.51
N 0.74 -0.81 -1.25
O 1.80 -1.51 -0.88
N 0.58 0.34 0.89
O 0.50 -0.98 1.59
H -2.63 1.86 -0.84
H 1.98 -1.82 -1.74
H -0.18 1.00 1.26
H 1.44 -1.48 1.58
*
```

Partial charges, natural (NBO), in e: -0.59, 0.64, -0.49, 0.57, -0.20, -0.52, -0.39, -0.58, 0.16, 0.49, 0.41, 0.49

***

(20)
A cluster of 2 separate species, C2H4N2O4 in total at a distorted geometry. Source: OMol25; level of theory: wB97M-V/def2-TZVPD.

Computed properties:
Energy = -488.95679 Ha
Max |F| = 4.9 eV Å⁻¹
ΔE to the lowest compared entry with this formula, charge and spin = 73.1 kcal/mol

ORCA input file:
```
! RIJCOSX wB97M-V def2-TZVPD def2/J DEFGRID3
* xyz 0 1
C -0.69 -0.70 -0.26
C -0.19 0.73 0.01
N -0.07 -1.70 0.37
N 1.27 0.88 0.20
O -1.60 -0.81 -1.05
O 1.79 0.14 1.01
O 1.83 1.71 -0.45
O -0.67 1.60 -0.90
H -0.70 1.16 1.39
H 0.74 -1.52 0.94
H -0.34 -2.64 0.14
H -1.37 1.14 -1.41
*
```

Partial charges, natural (NBO), in e: 0.62, 0.16, -0.79, 0.50, -0.61, -0.42, -0.31, -0.68, 0.16, 0.43, 0.41, 0.52